(1)
C24H20F6N7O20S6V | ωB97M-V/def2-TZVPD

Positions of all 84 atoms, in Å:
V1 -0.31110 0.44829 0.39226
N1 0.49131 -1.10769 1.30551
S1 0.02372 -2.43023 2.05950
O1 0.13429 -2.33798 3.48973
O2 0.27237 -3.63051 1.29013
F1 -1.57090 -2.21454 1.82155
S2 2.10636 -1.56772 1.65069
O3 2.85165 -2.49336 0.78268
O4 2.52532 -1.43494 3.04711
F2 2.86870 -0.24772 1.11248
N2 1.16700 0.47815 4.75730
S3 -0.48928 0.37597 5.29070
O5 -1.45981 -0.15863 4.36552
O6 -0.94140 1.41863 6.23399
F3 -0.19976 -0.98881 6.06392
S4 0.67454 1.62108 3.79031
O7 0.39652 2.91168 4.39041
O8 0.05831 1.22434 2.50431
F4 2.21120 1.89169 3.25398
N3 -0.76028 2.01694 -0.74364
S5 -1.12497 3.67875 -0.44068
O9 -2.45549 4.16354 -0.59456
O10 -0.00112 4.60144 -0.64969
F5 -0.96386 3.38927 1.11890
S6 -0.88578 2.35272 -2.25248
O11 0.20428 2.99636 -2.99065
O12 -2.27658 2.56357 -2.72450
F6 -0.67544 0.86498 -2.72475
C1 -6.42429 -1.37138 3.62000
C2 -6.43153 0.01553 3.75229
C3 -5.34205 0.72933 3.25488
C4 -4.38057 0.14843 2.45234
C5 -4.57478 -1.24598 2.22389
C6 -5.50988 -2.02837 2.88120
N4 -3.33214 0.93080 1.73584
O13 -2.18201 0.41411 1.48500
O14 -3.71637 2.01845 1.26123
H1 -7.23485 -1.99032 3.97538
H2 -7.20206 0.57499 4.26189
H3 -5.30263 1.80157 3.37790
H4 -3.98887 -1.70311 1.44023
H5 -5.48369 -3.10672 2.82774
C7 6.10585 3.70171 -1.16253
C8 5.57893 2.40743 -1.25720
C9 4.29615 2.16017 -0.72841
C10 3.61552 3.21054 -0.05844
C11 4.18674 4.47550 0.00409
C12 5.35361 4.75448 -0.56489
N5 2.35610 3.00903 0.63604
O15 1.76974 1.92136 0.42288
O16 1.85997 3.87033 1.37841
H6 7.12140 3.86875 -1.48990
H7 6.11937 1.59369 -1.71782
H8 3.82415 1.18926 -0.75945
H9 3.73367 5.25628 0.59698
H10 5.89534 5.66633 -0.36123
C13 4.95523 -0.55457 -4.66059
C14 4.16938 0.57040 -4.32870
C15 3.14424 0.40803 -3.37108
C16 2.77810 -0.87996 -2.86523
C17 3.52807 -1.95142 -3.36711
C18 4.59315 -1.82785 -4.30765
N6 1.65646 -1.03083 -1.89746
O17 1.18164 -0.03977 -1.34645
O18 1.17305 -2.14517 -1.77263
H11 5.70189 -0.37805 -5.42068
H12 4.35905 1.55415 -4.73202
H13 2.71735 1.31316 -2.96499
H14 3.36198 -2.95140 -2.99449
H15 5.12517 -2.68551 -4.69206
C19 -3.29473 -5.30370 -2.92023
C20 -2.31347 -5.15349 -1.91232
C21 -2.01049 -3.88293 -1.38316
C22 -2.79094 -2.75456 -1.76734
C23 -3.80482 -3.01643 -2.69976
C24 -4.05207 -4.23272 -3.30380
N7 -2.43759 -1.38487 -1.32597
O19 -1.46339 -1.15699 -0.62397
O20 -3.08024 -0.44633 -1.73705
H16 -3.44409 -6.26844 -3.38217
H17 -1.83094 -6.05867 -1.57440
H18 -1.29054 -3.80400 -0.58203
H19 -4.44066 -2.22049 -3.05834
H20 -4.77137 -4.37508 -4.09672

⟨S²⟩	3.7672
max |F|	12.17	eV/A
electronic energy	-183566.8773	eV
net charge	+1
spin multiplicity	4
LUMO energy (alpha / beta)	-5.96 / -8.35	eV

***

(2)
C24H20F9N2O13PS2W | ωB97M-V/def2-TZVPD

Positions of all 72 atoms, in Å:
W1 -0.57562 -0.44671 0.66477
O1 -5.44095 2.84201 -1.29488
C1 -4.31732 2.14636 -0.94828
C2 -3.16085 2.79341 -0.52061
C3 -2.08011 2.01454 -0.17547
N1 -2.14722 0.69062 -0.19808
C4 -3.20300 0.06935 -0.71225
C5 -4.33642 0.75995 -1.07721
C6 -2.92119 -1.39893 -0.92401
O2 -3.76061 -2.14145 -1.40133
O3 -1.70177 -1.68285 -0.61364
C7 -0.69812 2.51239 0.15943
O4 -0.43783 3.70200 0.20352
O5 0.14476 1.53690 0.31330
H1 -5.25386 3.78104 -1.19766
H2 -3.06817 3.87195 -0.48425
H3 -5.18697 0.23394 -1.48527
O6 4.50688 0.10483 4.19325
C8 3.34642 -0.03484 3.48181
C9 2.30568 0.88149 3.58655
C10 1.17679 0.67955 2.82392
N2 1.08548 -0.34294 1.97176
C11 2.03514 -1.28047 1.94810
C12 3.19636 -1.15936 2.68028
C13 1.59578 -2.48541 1.16364
O7 2.30272 -3.47263 1.05552
O8 0.39316 -2.32630 0.71704
C14 -0.13169 1.41088 3.00031
O9 -0.22798 2.32493 3.80187
O10 -1.07738 0.88170 2.29738
H4 4.44604 0.91459 4.70993
H5 2.32239 1.71895 4.27399
H6 3.94192 -1.94034 2.64064
F1 -0.48636 -3.76378 3.03200
C15 -1.77801 -3.65887 2.68333
F2 -2.44938 -4.55169 3.45577
F3 -1.90734 -4.05165 1.42889
C16 -2.30777 -2.19301 2.87645
O11 -2.05239 -1.40929 1.83193
C17 -3.87164 -2.25845 3.00163
F4 -4.38858 -3.04414 2.05001
F5 -4.30501 -2.73936 4.19026
F6 -4.41111 -1.04734 2.85916
C18 -1.74189 -1.64848 4.23132
F7 -0.45009 -1.32235 4.12641
F8 -2.40422 -0.55867 4.62892
F9 -1.82764 -2.54990 5.23780
C19 1.13035 -1.85899 -4.67659
C20 2.16928 -0.75766 -4.54944
C21 3.41847 -1.22789 -3.82073
O12 1.68475 0.44735 -3.93403
P1 0.49084 0.61022 -2.84517
S1 -1.29412 0.42592 -3.59796
S2 1.03114 -0.62428 -1.33069
O13 0.68830 2.14579 -2.48913
C22 1.84011 2.90591 -2.08100
C23 2.90093 2.12729 -1.32453
C24 2.40733 3.57884 -3.32140
H7 1.57664 -2.69260 -5.22530
H8 0.24813 -1.50758 -5.20795
H9 0.81377 -2.21404 -3.69510
H10 2.45401 -0.43081 -5.55544
H11 3.16571 -1.57373 -2.81862
H12 4.13746 -0.41084 -3.73650
H13 3.88273 -2.04832 -4.37379
H14 1.41286 3.65391 -1.41096
H15 3.35743 1.36028 -1.95245
H16 2.47745 1.65528 -0.44254
H17 3.67338 2.83859 -1.01765
H18 2.83124 2.83166 -3.99456
H19 3.18873 4.28688 -3.03281
H20 1.62210 4.11666 -3.85358

max |F|	0.36	eV/A
electronic energy	-112065.1485	eV
net charge	-2
ΔE to the lowest compared entry with this formula, charge and spin	0.0215	eV
LUMO energy	4.03	eV

***

(3)
C24H20F9N2O13PS2W | ωB97M-V/def2-TZVPD

Positions of all 72 atoms, in Å:
W1 -0.19268 -0.12719 -0.31190
O1 2.91226 5.11783 0.95939
C1 2.22727 3.95163 0.76650
C2 1.01754 3.69777 1.39772
C3 0.37874 2.50536 1.12712
N1 0.89347 1.61589 0.28752
C4 2.08434 1.82767 -0.26947
C5 2.78763 2.99124 -0.07000
C6 2.59045 0.61404 -1.01722
O2 3.67855 0.63462 -1.55804
O3 1.78407 -0.39762 -0.89554
C7 -0.92533 2.05142 1.72630
O4 -1.51043 2.74260 2.55095
O5 -1.27076 0.90882 1.26567
H1 2.39169 5.67825 1.54374
H2 0.55030 4.38729 2.09051
H3 3.74696 3.12588 -0.54808
O6 -3.88308 -4.42955 2.32265
C8 -3.06911 -3.45334 1.82277
C9 -1.78031 -3.26156 2.28837
C10 -1.01469 -2.28129 1.68993
N2 -1.48192 -1.55950 0.68198
C11 -2.75093 -1.67450 0.29649
C12 -3.58828 -2.61770 0.83499
C13 -3.14636 -0.62761 -0.72434
O7 -4.28345 -0.61179 -1.17181
O8 -2.18915 0.18247 -0.98529
C14 0.35203 -1.84144 2.15043
O9 0.85458 -2.32740 3.15368
O10 0.80562 -0.89623 1.41664
H4 -3.36864 -4.95518 2.94407
H5 -1.34189 -3.84097 3.09103
H6 -4.61082 -2.68611 0.49228
F1 -2.60577 2.22574 -2.92410
C15 -1.77470 1.52718 -3.70149
F2 -1.94693 2.00520 -4.96543
F3 -2.16240 0.26221 -3.72049
C16 -0.28511 1.68229 -3.23207
O11 0.04710 1.01416 -2.14260
C17 0.64197 1.23020 -4.42509
F4 0.20196 0.09115 -4.98429
F5 0.71508 2.14886 -5.41952
F6 1.88145 1.01220 -4.00597
C18 -0.02456 3.21420 -2.98034
F7 -0.49826 3.57683 -1.78585
F8 1.29565 3.47459 -2.97114
F9 -0.57532 4.04268 -3.89072
C19 2.37008 -3.75648 -3.35908
C20 1.09882 -4.41929 -3.86508
C21 0.47012 -3.66233 -5.02220
O12 0.10091 -4.66105 -2.84657
P1 -0.12562 -3.81113 -1.48374
S1 1.17546 -4.15691 -0.08798
S2 -0.42663 -1.91000 -2.11207
O13 -1.51656 -4.47216 -1.01148
C22 -2.67527 -4.85137 -1.77815
C23 -3.08713 -3.87526 -2.86449
C24 -2.48059 -6.26290 -2.31030
H7 3.07720 -3.69683 -4.19059
H8 2.81585 -4.32973 -2.54834
H9 2.17937 -2.74608 -2.99457
H10 1.34642 -5.43049 -4.20555
H11 0.22105 -2.64397 -4.72720
H12 -0.43972 -4.16434 -5.35770
H13 1.17471 -3.62482 -5.85703
H14 -3.46633 -4.87464 -1.02310
H15 -2.31586 -3.78090 -3.62800
H16 -3.29552 -2.88483 -2.46483
H17 -3.99967 -4.25308 -3.33487
H18 -1.72270 -6.27670 -3.09314
H19 -3.42469 -6.63266 -2.71844
H20 -2.16075 -6.92677 -1.50603

max |F|	0.63	eV/A
electronic energy	-112065.0859	eV
net charge	-2
ΔE to the lowest compared entry with this formula, charge and spin	0.0841	eV
LUMO energy (alpha / beta)	4.08 / 4.08	eV

***

(4)
C24H20FeN3O3S | ωB97M-V/def2-TZVPD

Positions of all 52 atoms, in Å:
Fe1 0.65966 1.03165 -0.19944
O1 4.81398 -3.28950 -3.83751
C1 3.59293 -3.07119 -4.11508
O2 2.79068 -3.34582 -5.08067
C2 2.83716 -2.15552 -3.07042
C3 3.46382 -1.67243 -1.91972
C4 2.83266 -0.74793 -1.10417
N1 1.60635 -0.22430 -1.42969
C5 0.94921 -0.75451 -2.50321
C6 1.54065 -1.73727 -3.30460
C7 -0.34812 -0.18856 -2.71231
C8 -1.24799 -0.62126 -3.69699
C9 -2.43103 0.07646 -3.84897
C10 -2.64672 1.23487 -3.11370
C11 -1.73572 1.59282 -2.15080
N2 -0.66036 0.84932 -1.87147
C12 3.31371 -0.23599 0.15832
C13 4.51885 -0.62549 0.73559
C14 4.89683 -0.11797 1.95776
C15 4.06794 0.80233 2.57791
C16 2.90996 1.21492 1.94399
N3 2.49586 0.66371 0.79348
H1 4.43262 -2.07731 -1.66476
H2 0.99497 -2.22466 -4.08886
H3 -1.00403 -1.51817 -4.25524
H4 -3.23449 -0.31937 -4.49163
H5 -3.52573 1.86383 -3.37190
H6 -1.82842 2.53702 -1.59323
H7 5.18716 -1.26246 0.16993
H8 5.83967 -0.43372 2.42942
H9 4.27854 1.15207 3.57166
H10 2.31542 2.01970 2.39959
C17 -4.13886 -2.32034 3.10214
C18 -3.48501 -1.05109 2.58524
C19 -4.07482 -0.24037 1.58945
C20 -3.42394 0.88839 1.07903
C21 -2.16872 1.23452 1.59546
C22 -1.53691 0.44392 2.54662
C23 -2.22159 -0.66249 3.06011
S1 -1.43934 2.77707 0.99795
C24 -1.33546 3.70996 2.56622
O3 0.11542 2.54156 0.90193
H11 -5.01926 -2.58584 2.49583
H12 -4.44398 -2.22108 4.16764
H13 -3.41794 -3.17895 3.02406
H14 -5.04040 -0.52896 1.20129
H15 -3.85654 1.54546 0.32923
H16 -0.52388 0.69708 2.87377
H17 -1.76535 -1.17991 3.88064
H18 -1.31061 3.02983 3.43051
H19 -2.19601 4.37733 2.68828
H20 -0.39284 4.30863 2.57130

⟨S²⟩	6.0590
max |F|	3.45	eV/A
electronic energy	-81039.4282	eV
net charge	+1
spin multiplicity	5
ΔE to the lowest compared entry with this formula, charge and spin	0.0000	eV
LUMO energy (alpha / beta)	-3.09 / -5.71	eV

***

(5)
C24H20N3O3Tl | ωB97M-V/def2-TZVPD

Positions of all 51 atoms, in Å:
Tl1 -1.84216 1.55219 -0.13634
C1 2.23145 3.77413 -1.83096
C2 3.06754 4.05938 -0.76691
C3 2.68956 3.68317 0.50971
C4 1.47270 3.03346 0.69517
N1 0.67270 2.76131 -0.33472
C5 1.04356 3.11566 -1.55860
C6 1.02082 2.58673 2.05558
C7 1.67672 3.01407 3.20641
C8 1.25299 2.53353 4.42979
C9 0.19795 1.64348 4.47798
C10 -0.41904 1.27418 3.28686
N2 -0.01488 1.75320 2.11260
C11 -1.55499 0.29154 3.27228
C12 -1.99311 -0.34489 4.42889
C13 -3.02717 -1.26144 4.34542
C14 -3.59977 -1.52951 3.11532
C15 -3.10795 -0.84990 2.01263
N3 -2.12095 0.03547 2.09366
H1 2.49256 4.04298 -2.84565
H2 4.01369 4.56060 -0.92699
H3 3.35672 3.87546 1.33735
H4 0.35913 2.84491 -2.35779
H5 2.49882 3.71225 3.15838
H6 1.74774 2.84508 5.34106
H7 -0.13293 1.25128 5.42775
H8 -1.53833 -0.15164 5.38906
H9 -3.37616 -1.76618 5.23741
H10 -4.40355 -2.24481 3.00674
H11 -3.50689 -1.02246 1.01645
C16 2.99937 -4.59517 -2.79155
O1 2.61481 -3.56406 -1.90416
C17 1.45329 -2.89815 -2.16770
C18 0.63527 -3.20094 -3.27459
C19 -0.51864 -2.46889 -3.43016
C20 -0.92492 -1.46770 -2.53750
C21 -2.22552 -0.84027 -2.73521
C22 -2.87050 -0.89256 -4.11017
O2 -2.84871 -0.28062 -1.83526
C23 -0.06372 -1.12093 -1.42834
O3 -0.26237 -0.15444 -0.61641
C24 1.11829 -1.89766 -1.28819
H12 3.93984 -4.98782 -2.41464
H13 3.14849 -4.21640 -3.80566
H14 2.26198 -5.40081 -2.81670
H15 0.88877 -3.97642 -3.97932
H16 -1.15764 -2.70523 -4.27285
H17 -2.14924 -0.68602 -4.90121
H18 -3.67744 -0.16423 -4.13512
H19 -3.29741 -1.88150 -4.29375
H20 1.77924 -1.67341 -0.46004

max |F|	0.19	eV/A
electronic energy	-40519.3569	eV
ΔE to the lowest compared entry with this formula, charge and spin	0.1440	eV
LUMO energy	-0.05	eV

***

(6)
C24H20N4O8 | ωB97M-V/def2-TZVPD

Positions of all 56 atoms, in Å:
O1 -8.98117 -0.49146 7.46522
N1 -9.70906 -1.36976 7.05966
O2 -10.78073 -1.25121 6.51489
C1 -9.38490 -2.72870 7.55527
C2 -10.09120 -3.84945 7.09808
C3 -9.94184 -5.16502 7.60561
C4 -8.98086 -5.30716 8.54316
C5 -8.19738 -4.24108 9.07162
C6 -8.40810 -2.99806 8.54872
H1 -10.71356 -3.67048 6.23378
H2 -10.47359 -6.02744 7.23162
H3 -8.88436 -6.30294 8.94999
H4 -7.42973 -4.54069 9.76973
H5 -7.84839 -2.21986 9.04625
O3 -1.60071 0.28774 10.75173
N2 -1.59547 -0.78779 11.33779
O4 -0.85291 -1.59628 10.92801
C7 -2.66806 -1.23017 12.17095
C8 -3.95768 -0.61234 12.18392
C9 -5.07766 -1.17759 12.81322
C10 -4.99299 -2.46674 13.39063
C11 -3.67881 -2.96389 13.42102
C12 -2.53600 -2.42684 12.85309
H6 -4.11013 0.23216 11.52818
H7 -6.04612 -0.70788 12.72462
H8 -5.81622 -2.99546 13.84798
H9 -3.46346 -3.92917 13.85490
H10 -1.66481 -3.04584 13.00886
O5 -3.47939 -4.35774 8.34191
N3 -2.36768 -4.01242 7.98201
O6 -1.37108 -4.49614 8.51041
C13 -2.22346 -2.80280 7.03783
C14 -0.94337 -2.38711 6.83707
C15 -0.69814 -1.17776 6.19999
C16 -1.72546 -0.57618 5.54890
C17 -2.98540 -1.16951 5.59571
C18 -3.33110 -2.13668 6.44177
H11 -0.06401 -2.82610 7.28473
H12 0.29022 -0.75037 6.28292
H13 -1.66079 0.30609 4.92937
H14 -3.75858 -0.85303 4.91128
H15 -4.32028 -2.52131 6.64170
O7 -5.97308 -7.95091 13.05544
N4 -7.04082 -7.86753 13.64636
O8 -8.15614 -8.01955 13.12275
C19 -7.12543 -7.82551 15.08314
C20 -8.35396 -7.63992 15.73973
C21 -8.38994 -7.57875 17.18570
C22 -7.16965 -7.71914 17.87038
C23 -5.98930 -7.94002 17.23734
C24 -6.00353 -7.99114 15.86225
H16 -9.29389 -7.55060 15.21538
H17 -9.24267 -7.33944 17.80374
H18 -7.17398 -7.73232 18.95030
H19 -5.05590 -7.96716 17.77995
H20 -5.02394 -8.03515 15.40961

max |F|	4.95	eV/A
electronic energy	-47539.0741	eV
SMILES	O=[N+]([O-])c1ccccc1.O=[N+]([O-])c1ccccc1.O=[N+]([O-])c1ccccc1.O=[N+]([O-])c1ccccc1
ΔE to the lowest compared entry with this formula, charge and spin	10.6385	eV
LUMO energy	-0.88	eV

***

(7)
C24H20N4Re | ωB97M-V/def2-TZVPD

Positions of all 49 atoms, in Å:
Re1 -0.45518 -0.05248 0.09174
C1 -2.75549 2.27538 0.44952
C2 -1.54736 2.75844 -0.27861
C3 -1.39188 4.10601 -0.60893
C4 -0.28602 4.52635 -1.31436
C5 0.67165 3.58708 -1.73746
C6 0.49571 2.27605 -1.39822
N1 -0.57883 1.87777 -0.62910
C7 1.29916 1.14585 -1.88136
C8 2.37832 1.16234 -2.72916
C9 2.91595 -0.05967 -3.14933
C10 2.34304 -1.27893 -2.76569
C11 1.26352 -1.25347 -1.92098
N2 0.78631 -0.05405 -1.45742
C12 0.41429 -2.36446 -1.47724
C13 0.53588 -3.67410 -1.83907
C14 -0.46365 -4.58040 -1.43423
C15 -1.55442 -4.12887 -0.72233
C16 -1.64825 -2.78528 -0.36254
C17 -2.82792 -2.24672 0.37404
N3 -0.64309 -1.94074 -0.69604
H1 -3.65388 2.68752 -0.01375
H2 -2.85003 1.18407 0.43392
H3 -2.75032 2.61706 1.48731
H4 -2.16229 4.80826 -0.31619
H5 -0.17057 5.57128 -1.57720
H6 1.51314 3.89577 -2.34312
H7 2.79820 2.09186 -3.08896
H8 3.77165 -0.06171 -3.81546
H9 2.73500 -2.21080 -3.15040
H10 1.36755 -4.00865 -2.44469
H11 -0.38826 -5.62516 -1.71246
H12 -2.35739 -4.80111 -0.44657
H13 -3.74734 -2.53959 -0.13753
H14 -2.88060 -2.66073 1.38324
H15 -2.82542 -1.14978 0.43620
N4 -0.59758 -0.03733 2.02212
C18 -0.44897 0.00544 3.20952
C19 -0.33680 0.05910 4.55310
C20 0.80594 0.72830 5.12189
C21 0.93556 0.75790 6.47924
C22 -0.03956 0.15300 7.29267
C23 -1.15561 -0.50738 6.74684
C24 -1.32099 -0.56609 5.39444
H16 1.54025 1.19724 4.48088
H17 1.78662 1.24871 6.93279
H18 0.06881 0.20043 8.37043
H19 -1.88389 -0.96582 7.40287
H20 -2.18090 -1.05698 4.95873

⟨S²⟩	0.7652
max |F|	1.12	eV/A
electronic energy	-33259.6410	eV
net charge	+4
spin multiplicity	2
ΔE to the lowest compared entry with this formula, charge and spin	0.0000	eV
LUMO energy (alpha / beta)	-15.74 / -15.53	eV

***

What is the formula in the first record? C24H20F6N7O20S6V